[1]
ORCA calculation (the ωB97M-V functional and the def2-TZVPD basis) on a gas-phase ion, C5H8NO3S (charge -1) at a distorted geometry.

For the gap between HOMO and LUMO (alpha / beta), the calculation gives 6.9 / 6.9 eV. Its total charge is -1. The energy above the lowest of the compared OMol25 structures with the same formula, charge and spin is 401.0 kJ/mol. The value obtained for the HOMO energy (alpha / beta) is -3.41 / -3.41 eV.

Atoms and positions in Å:
C: 0.705 -0.438 0.237
C: -0.557 -0.850 -0.536
C: 1.413 0.912 -0.089
C: -1.682 0.073 -0.103
C: -1.413 1.475 0.145
N: 0.669 2.011 0.304
O: -0.213 3.064 2.544
O: 2.183 2.625 2.276
O: -1.935 1.120 -1.055
S: 0.857 2.067 2.202
H: 0.394 -0.492 1.274
H: 1.344 -1.422 0.215
H: -0.316 -0.842 -1.526
H: -0.936 -1.805 -0.158
H: 2.304 0.951 0.475
H: 1.834 1.010 -1.241
H: -2.697 -0.296 0.158
H: -1.737 2.193 0.838

Cartesian forces (eV/Å) of the 2 atoms listed first:
C 1.17 -3.02 -0.03
C -0.74 0.67 4.21

=====

[2]
ORCA calculation (the ωB97M-V functional and the def2-TZVPD basis) on 2 unconnected molecules or ions with the total composition C5H8NO3S at a distorted geometry.

For the gap between HOMO and LUMO (alpha / beta), the calculation gives 6.1 / 5.7 eV. As for the expectation value of S²: 2.02. Its total charge is -1. The energy above the lowest of the compared OMol25 structures with the same formula, charge and spin is 260.8 kJ/mol. The value obtained for the HOMO energy (alpha / beta) is -2.61 / -3.71 eV. Its spin multiplicity is 3.

Atoms and positions in Å:
C: -0.725 0.279 0.111
C: -0.965 -1.121 0.084
C: -3.308 -1.666 -0.403
C: 0.083 -2.181 0.258
C: -1.380 2.504 -0.123
N: -1.663 1.104 -0.177
O: 4.680 -0.357 -0.071
O: 2.380 0.030 0.727
O: -2.173 -1.488 -0.185
S: 3.268 -0.146 -0.452
H: 0.292 0.565 0.399
H: 0.907 -2.009 -0.439
H: -0.344 -3.170 0.084
H: 0.514 -2.156 1.259
H: -1.318 2.906 -1.138
H: -2.211 3.004 0.383
H: -0.437 2.738 0.393
H: 2.835 -1.656 -0.938

Cartesian forces (eV/Å) of the 2 atoms listed first:
C 1.03 -1.10 0.25
C 3.73 1.83 0.51

=====

[3]
ORCA calculation (the ωB97M-V functional and the def2-TZVPD basis) on 3 unconnected molecules or ions with the total composition C5H8NO6 at a distorted geometry.

For the gap between HOMO and LUMO, the calculation gives 6.5 eV. Its total charge is -1. The energy above the lowest of the compared OMol25 structures with the same formula, charge and spin is 0.0 kJ/mol. The value obtained for the HOMO energy is -3.01 eV.

Atoms and positions in Å:
C: 0.699 -0.364 1.050
C: 0.462 0.757 0.266
C: -0.605 -1.026 1.205
C: -1.649 -0.103 0.399
C: -0.632 2.513 -1.870
N: -0.826 0.977 -0.173
O: 3.096 -0.609 -1.658
O: -0.701 -2.333 0.681
O: -2.609 0.504 1.343
O: -2.396 -0.741 -0.529
O: 0.453 2.834 -1.762
O: -1.699 2.407 -2.308
H: 1.591 -0.651 1.547
H: 1.166 1.431 -0.133
H: -1.101 -0.855 2.175
H: -0.619 -2.196 -0.219
H: -2.466 1.499 1.149
H: -3.055 -0.218 -1.027
H: 2.122 -0.636 -1.679
H: 3.359 -0.684 -0.763

Cartesian forces (eV/Å) of the 2 atoms listed first:
C -0.69 1.51 -1.21
C -1.84 -1.36 0.26

=====

[4]
ORCA calculation (the ωB97M-V functional and the def2-TZVPD basis) on a gas-phase ion, C5H8NOS (charge +1) at a distorted geometry.

For the gap between HOMO and LUMO (alpha / beta), the calculation gives 6.3 / 6.3 eV. Its total charge is +1. The energy above the lowest of the compared OMol25 structures with the same formula, charge and spin is 559.8 kJ/mol. The value obtained for the HOMO energy (alpha / beta) is -12.67 / -12.67 eV.

Atoms and positions in Å:
C: -1.781 2.037 -0.993
C: -0.504 0.077 -0.205
C: 1.288 -1.293 -0.781
C: 0.835 -0.994 1.619
C: 0.112 -1.053 0.243
N: -1.130 1.047 -0.356
O: -2.166 3.200 -0.723
S: -2.164 4.477 0.393
H: -1.992 1.625 -1.988
H: 1.024 -1.400 -1.811
H: 1.827 -2.179 -0.539
H: 2.042 -0.586 -0.673
H: 1.311 -0.085 1.677
H: 1.591 -1.741 1.600
H: 0.142 -1.212 2.453
H: -0.435 -1.919 0.084

Cartesian forces (eV/Å) of the 2 atoms listed first:
C -1.34 0.72 -2.47
C -2.56 2.90 0.85